# 1
{
  "formula": "C2H2FNiO",
  "method": "ωB97M-V/def2-TZVPD",
  "s2": 3.754,
  "orbital_gap_ev": [7.689, 7.983],
  "homo_ev": [-7.210, -9.776],
  "lumo_ev": [0.48, -1.79],
  "spin_multiplicity": 4,
  "e_tot_ha": -1760.6179,
  "max_force_ev_per_a": 2.00,
  "symbols": ["C", "C", "O", "H", "F", "H", "Ni"],
  "xyz": [[0.252140, -0.017641, 0.713638], [-0.062483, 0.412667, -0.619371], [-1.151330, 0.014946, 0.294809], [0.576214, 0.584038, 1.566300], [0.684344, -1.332262, 0.834224], [-0.040141, 1.502577, -0.765206], [-0.258743, -1.164324, -2.024394]],
  "forces_ev_per_angstrom": [[-1.56, -1.19, -0.42], [-0.03, 0.06, -1.04], [1.69, 0.17, 0.91], [-0.31, -0.23, -0.27], [0.05, 0.67, 0.16], [0.01, -0.36, -0.22], [0.16, 0.88, 0.88]],
  "mulliken_spin": [-0.070, 0.269, 0.028, 0.007, 0.001, -0.012, 2.778]
}

***

# 2
{
  "formula": "C4H5N3O",
  "method": "ωB97M-V/def2-TZVPD",
  "orbital_gap_ev": 7.498,
  "homo_ev": -8.867,
  "lumo_ev": -1.37,
  "spin_multiplicity": 1,
  "e_tot_ha": -394.6993,
  "max_force_ev_per_a": 5.80,
  "symbols": ["C", "C", "C", "C", "H", "H", "H", "H", "H", "N", "N", "N", "O"],
  "xyz": [[2.510725, 0.057615, 0.046245], [1.104875, -0.184689, -0.248938], [-1.131998, -0.204612, 0.135559], [-0.032436, 0.851525, -0.077922], [2.805339, -0.011670, 1.327152], [3.024783, 1.015637, -0.409445], [2.846002, -0.886426, -0.740787], [-3.248873, -0.937232, -0.724511], [-2.998366, 1.090035, -0.115463], [0.734066, -1.373186, 0.033488], [-0.688711, -1.488545, 0.082555], [-2.465701, 0.051401, 0.056982], [-0.024184, 2.035366, 0.040276]],
  "forces_ev_per_angstrom": [[3.80, -0.47, -0.78], [0.01, 1.05, 1.67], [-1.76, -2.77, -1.03], [0.51, -2.06, 0.49], [-0.78, -0.09, -4.22], [-1.34, -1.81, 1.05], [0.45, 2.44, 2.98], [3.14, 3.64, 3.08], [2.80, -3.91, 0.65], [-1.25, 0.10, -0.67], [-0.59, 4.03, 0.23], [-4.85, 0.08, -3.19], [-0.14, -0.22, -0.26]],
  "lowdin_charge": [-0.101, -0.394, -0.399, -0.248, 0.162, 0.088, 0.144, 0.291, 0.173, 0.054, 0.051, 0.018, 0.160]
}

***

# 3
{
  "formula": "C15H30LiO15",
  "method": "ωB97M-V/def2-TZVPD",
  "orbital_gap_ev": 11.400,
  "homo_ev": -13.317,
  "total_charge": 1,
  "lumo_ev": -1.92,
  "spin_multiplicity": 1,
  "e_tot_ha": -1725.2769,
  "max_force_ev_per_a": 17.84,
  "symbols": ["Li", "C", "O", "C", "O", "O", "C", "H", "H", "H", "H", "H", "H", "C", "O", "C", "O", "O", "C", "H", "H", "H", "H", "H", "H", "C", "O", "C", "O", "O", "C", "H", "H", "H", "H", "H", "H", "C", "O", "C", "O", "O", "C", "H", "H", "H", "H", "H", "H", "C", "O", "C", "O", "O", "C", "H", "H", "H", "H", "H", "H"],
  "xyz": [[-0.106164, 0.091967, -0.238508], [1.739836, -2.649033, 2.676492], [2.160836, -3.301033, 1.404492], [1.975836, -2.598033, 0.243492], [1.302836, -1.549033, 0.125492], [2.472836, -3.203033, -0.759508], [2.478836, -2.553033, -2.021508], [2.320836, -3.095033, 3.409492], [0.738836, -2.876033, 2.559492], [2.000836, -1.514033, 2.716492], [3.044836, -3.123033, -2.767508], [3.005836, -1.658033, -1.997508], [1.421836, -2.391033, -2.171508], [-2.232164, -3.044033, 0.606492], [-2.225164, -2.548033, 1.942492], [-1.615164, -1.457033, 2.402492], [-0.936164, -0.666033, 1.629492], [-1.420164, -1.237033, 3.790492], [-0.833164, -0.017033, 4.237492], [-2.887164, -3.957033, 0.419492], [-1.147164, -3.099033, 0.414492], [-2.709164, -2.137033, -0.012508], [0.299836, 0.085967, 3.881492], [-1.083164, -0.093033, 5.313492], [-1.344164, 0.832967, 3.784492], [-1.509164, 2.965967, 1.817492], [-2.652164, 2.292967, 1.380492], [-2.799164, 1.487967, 0.304492], [-1.803164, 1.043967, -0.333508], [-4.137164, 1.206967, -0.006508], [-4.365164, 0.310967, -1.132508], [-0.889164, 2.343967, 2.194492], [-1.856164, 3.545967, 2.557492], [-1.177164, 3.705967, 1.083492], [-4.013164, 0.597967, -2.275508], [-5.296164, 0.148967, -1.081508], [-4.046164, -0.801033, -1.040508], [-1.602164, -1.486033, -3.243508], [-0.454164, -1.112033, -3.902508], [0.312836, -0.219033, -3.347508], [0.220836, 0.196967, -2.198508], [1.224836, 0.144967, -4.250508], [1.950836, 1.456967, -3.989508], [-1.562164, -2.095033, -2.255508], [-2.510164, -1.721033, -4.033508], [-2.073164, -0.599033, -2.814508], [1.111836, 2.275967, -4.069508], [2.616836, 1.583967, -4.540508], [2.170836, 1.316967, -2.895508], [3.136836, 0.965967, 2.052492], [2.903836, 2.124967, 1.563492], [2.020836, 2.400967, 0.598492], [1.352836, 1.347967, 0.203492], [2.053836, 3.611967, 0.114492], [1.365836, 4.130967, -0.974508], [2.630836, 0.877967, 3.002492], [4.084836, 0.901967, 2.584492], [3.026836, 0.206967, 1.153492], [1.886836, 3.643967, -1.775508], [1.860836, 5.065967, -1.113508], [0.387836, 3.880967, -0.925508]],
  "forces_ev_per_angstrom": [[0.31, -0.07, 0.28], [1.52, 2.59, -3.07], [0.97, 1.52, -1.35], [-2.60, 2.13, 2.09], [1.34, -1.74, 0.74], [2.32, -2.08, -0.47], [-0.92, -0.97, -0.23], [0.52, -1.29, 1.42], [-2.27, 0.12, 1.40], [-0.80, -1.98, -0.50], [-0.79, -0.60, 0.42], [0.66, 1.97, 0.55], [-0.07, 0.21, -1.17], [-0.34, 3.12, -1.87], [-0.97, 0.35, 4.09], [4.97, 3.25, -2.25], [-3.14, -2.71, 2.36], [-2.12, -2.59, -3.14], [1.39, 0.25, -0.97], [1.19, 1.17, 1.06], [-0.66, -0.61, -0.88], [1.21, -2.14, 0.83], [-2.31, -0.48, 1.23], [0.92, 0.47, -0.55], [-0.12, -0.03, 0.14], [-2.61, 2.87, -4.63], [-3.63, -1.78, -1.87], [2.53, -0.68, -1.12], [-3.55, 1.31, 1.37], [3.33, 0.21, 0.09], [7.27, -0.73, -2.43], [4.90, -4.15, 1.91], [-1.38, 2.06, 2.94], [0.52, -0.64, -0.26], [-0.78, 0.06, 3.35], [-7.39, -0.31, -0.11], [0.60, 1.95, 0.55], [-4.82, 0.19, 1.04], [0.41, -1.13, -1.03], [1.20, 1.32, 0.83], [0.01, -0.35, -1.22], [0.61, 1.26, -0.28], [-13.91, -2.35, 10.91], [0.55, 0.06, -2.25], [2.88, -0.42, 1.85], [0.28, 0.48, 0.08], [1.82, -1.42, 0.03], [10.53, 1.42, -8.88], [0.44, 0.82, -1.14], [0.94, -6.41, 0.75], [-0.51, 9.13, -2.82], [-1.74, -6.28, -1.22], [1.45, 4.98, 0.58], [1.62, -1.10, 3.98], [4.00, -0.96, -1.49], [-1.82, -1.11, -0.07], [1.11, 0.37, -1.22], [0.01, 0.59, 2.63], [-0.65, -0.81, -1.27], [-1.22, 1.51, 0.42], [-3.25, 0.19, -0.15]],
  "lowdin_charge": [0.622, 0.048, 0.002, -0.570, 0.008, 0.055, 0.016, 0.076, 0.061, 0.115, 0.122, 0.082, 0.090, -0.005, -0.015, -0.401, -0.032, -0.046, -0.043, 0.130, 0.092, 0.110, 0.126, 0.114, 0.070, -0.001, 0.026, -0.423, -0.016, 0.019, -0.033, 0.022, 0.076, 0.124, 0.163, 0.001, 0.103, -0.080, 0.030, -0.615, 0.027, 0.022, 0.098, 0.118, 0.169, 0.046, 0.152, -0.040, 0.107, -0.144, 0.022, -0.434, -0.048, 0.044, 0.014, 0.090, 0.107, 0.150, 0.090, 0.116, 0.072]
}

***

# 4
{
  "formula": "C6H12O11RbS2",
  "method": "ωB97M-V/def2-TZVPD",
  "s2": 0.758,
  "orbital_gap_ev": [9.265, 8.159],
  "homo_ev": [-10.054, -9.805],
  "lumo_ev": [-0.79, -1.65],
  "spin_multiplicity": 2,
  "e_tot_ha": -1883.8455,
  "max_force_ev_per_a": 5.94,
  "symbols": ["Rb", "S", "O", "O", "O", "O", "C", "C", "O", "C", "O", "O", "C", "H", "H", "H", "H", "H", "H", "H", "H", "C", "C", "O", "S", "O", "O", "O", "H", "H", "H", "H"],
  "xyz": [[7.513830, -18.581110, -13.985700], [4.221350, -17.440280, -13.526240], [3.591070, -16.359910, -14.177040], [3.010260, -17.735070, -12.772960], [4.593560, -18.455950, -14.479010], [5.381070, -16.949780, -12.709150], [5.010410, -22.071640, -17.538860], [4.481920, -21.802900, -16.143570], [4.893600, -22.621140, -15.072820], [5.934360, -22.313420, -14.306520], [6.715730, -21.376970, -14.490590], [6.108440, -23.414310, -13.568700], [7.080600, -23.297910, -12.517620], [4.612760, -23.077370, -17.674730], [6.097550, -22.098560, -17.464650], [4.618250, -21.310260, -18.213110], [3.401420, -21.942200, -16.178190], [4.616500, -20.741450, -15.935460], [8.117330, -23.519400, -12.771090], [6.779130, -23.902950, -11.662550], [7.028980, -22.277640, -12.137530], [8.270580, -14.831210, -13.276330], [7.320310, -13.795800, -12.639340], [8.206770, -12.992050, -11.801700], [9.782150, -13.289850, -12.079610], [10.491030, -13.257090, -10.820900], [10.279900, -12.577090, -13.253560], [9.361860, -14.825330, -12.469860], [8.459890, -14.592260, -14.322830], [7.839520, -15.829700, -13.349210], [6.544450, -14.364580, -12.126870], [6.803460, -13.173690, -13.370060]],
  "forces_ev_per_angstrom": [[-0.60, -0.21, 0.02], [4.04, -1.00, 1.72], [-2.08, 4.75, -2.90], [-1.35, -1.35, 1.96], [0.98, -1.17, -0.05], [-0.93, -1.30, -0.88], [0.23, -1.28, 1.75], [-1.38, 2.46, -0.41], [0.25, -0.11, 0.32], [1.17, -0.61, -2.62], [-1.24, -0.88, 1.21], [0.79, 0.59, 1.07], [-0.26, 0.84, 0.97], [0.36, -0.04, -1.20], [0.04, 0.09, -0.59], [0.12, -0.31, -0.04], [-0.02, -0.04, 0.14], [0.21, -0.03, 0.60], [-0.26, -0.14, -0.56], [-0.17, -0.38, -0.45], [0.26, 0.09, -0.07], [-2.06, 0.33, -1.80], [0.18, -0.38, -0.59], [0.00, 0.51, -0.10], [-0.90, 0.14, -0.14], [-1.05, -0.24, -2.09], [-0.97, -1.38, 2.09], [3.52, -0.16, 0.97], [0.59, 0.43, -0.05], [-0.11, 0.08, 0.75], [0.26, 0.53, 0.97], [0.37, 0.17, 0.04]],
  "mulliken_spin": [-0.002, -0.051, 0.484, 0.523, 0.023, 0.022, 0.000, 0.000, 0.000, 0.000, 0.000, 0.000, 0.000, 0.000, 0.000, 0.000, 0.000, 0.000, 0.000, 0.000, 0.000, 0.000, 0.000, 0.000, 0.000, 0.000, 0.000, 0.000, 0.000, -0.001, 0.000, 0.000]
}

***

# 5
{
  "formula": "C4H9NO",
  "method": "ωB97M-V/def2-TZVPD",
  "orbital_gap_ev": 10.683,
  "homo_ev": -9.693,
  "smiles": "CC/N=C(\\C)O",
  "lumo_ev": 0.99,
  "spin_multiplicity": 1,
  "e_tot_ha": -287.7966,
  "max_force_ev_per_a": 2.85,
  "symbols": ["C", "C", "N", "C", "C", "O", "H", "H", "H", "H", "H", "H", "H", "H", "H"],
  "xyz": [[-0.191039, -1.422336, 1.215905], [0.548933, -0.100151, 1.246391], [-0.273905, 1.016748, 0.641831], [-0.284881, 1.037589, -0.625447], [0.296908, 0.189090, -1.698550], [-1.031581, 2.099772, -1.148040], [0.315765, -2.153896, 1.853603], [-1.218883, -1.310687, 1.574246], [-0.229503, -1.839316, 0.205575], [0.713931, 0.196180, 2.287327], [1.544011, -0.174244, 0.796936], [-0.447142, -0.550003, -2.006495], [1.207955, -0.315197, -1.373345], [0.552961, 0.809488, -2.561987], [-1.503531, 2.516962, -0.407949]],
  "forces_ev_per_angstrom": [[0.05, -0.32, -0.03], [-0.82, 1.08, 0.30], [1.56, -1.94, -0.18], [-1.51, 2.32, 0.70], [0.34, 0.04, -0.16], [0.32, -0.93, -0.45], [-0.07, 0.04, -0.07], [0.16, 0.06, -0.02], [-0.04, 0.04, 0.07], [-0.02, -0.05, -0.14], [-0.12, 0.00, -0.16], [0.13, 0.04, -0.02], [-0.19, -0.07, 0.08], [-0.18, -0.07, 0.13], [0.38, -0.25, -0.05]],
  "lowdin_charge": [-0.108, -0.276, 0.077, -0.458, -0.008, 0.009, 0.071, 0.076, 0.060, 0.097, 0.097, 0.095, 0.078, 0.088, 0.102]
}

***

# 6
{
  "formula": "C26H28N2O6",
  "method": "ωB97M-V/def2-TZVPD",
  "orbital_gap_ev": 8.077,
  "homo_ev": -8.215,
  "smiles": "CCCCOc1ccc(N2C(=O)C[C@H](N(CCc3ccccc3)C(=O)/C=C/C(=O)O)C2=O)cc1",
  "lumo_ev": -0.14,
  "spin_multiplicity": 1,
  "e_tot_ha": -1568.5774,
  "max_force_ev_per_a": 0.72,
  "symbols": ["C", "C", "C", "C", "O", "C", "C", "C", "C", "N", "C", "O", "C", "C", "N", "C", "C", "C", "C", "C", "C", "C", "C", "C", "O", "C", "C", "C", "O", "O", "C", "O", "C", "C", "H", "H", "H", "H", "H", "H", "H", "H", "H", "H", "H", "H", "H", "H", "H", "H", "H", "H", "H", "H", "H", "H", "H", "H", "H", "H", "H", "H"],
  "xyz": [[6.022743, -2.809689, -4.857601], [4.727325, -3.602242, -4.973343], [3.523609, -2.687825, -5.189846], [2.215474, -3.481070, -5.234761], [1.954697, -4.176354, -4.032287], [1.552061, -3.494765, -2.928004], [1.198436, -2.148623, -2.887067], [0.786231, -1.573784, -1.698761], [0.735183, -2.330753, -0.539956], [0.329693, -1.718218, 0.676361], [-0.651729, -2.235276, 1.497613], [-1.190881, -3.298787, 1.361571], [-0.924216, -1.217350, 2.591675], [0.172093, -0.164834, 2.443356], [-0.274363, 1.215235, 2.432036], [-0.174667, 1.984928, 3.647340], [-1.436090, 1.868677, 4.526358], [-2.621561, 2.502060, 3.856817], [-3.555445, 1.734530, 3.173322], [-4.610737, 2.333982, 2.509725], [-4.753995, 3.710720, 2.533331], [-3.845696, 4.482952, 3.238885], [-2.784000, 3.883164, 3.888958], [-0.916836, 1.601136, 1.297620], [-1.087318, 0.802181, 0.388503], [-1.361539, 3.007210, 1.185699], [-2.380190, 3.333931, 0.389641], [-2.845564, 4.716745, 0.195733], [-3.809026, 5.028467, -0.456633], [-2.084426, 5.631128, 0.821284], [0.828618, -0.502840, 1.091951], [1.710775, 0.122820, 0.571642], [1.076479, -3.676849, -0.568453], [1.476266, -4.250811, -1.755177], [6.866925, -3.478181, -4.706959], [5.975400, -2.121811, -4.016203], [6.199454, -2.231918, -5.762556], [4.569824, -4.182253, -4.062041], [4.801090, -4.304996, -5.806472], [3.630862, -2.145003, -6.131144], [3.480046, -1.958185, -4.378850], [1.373375, -2.829040, -5.497690], [2.287827, -4.269405, -5.989724], [1.227164, -1.535076, -3.773236], [0.500852, -0.534500, -1.666267], [-0.949557, -1.700949, 3.567663], [-1.906695, -0.787968, 2.388617], [0.938012, -0.267085, 3.217962], [0.001675, 3.034521, 3.407960], [0.690777, 1.620898, 4.207083], [-1.231074, 2.370704, 5.473674], [-1.634572, 0.815491, 4.730499], [-3.463485, 0.657829, 3.165205], [-5.324102, 1.725490, 1.974958], [-5.575117, 4.178537, 2.012266], [-3.965030, 5.555450, 3.281424], [-2.075039, 4.490185, 4.434411], [-0.814155, 3.776570, 1.706371], [-2.932125, 2.576984, -0.147957], [-2.435717, 6.518182, 0.646025], [1.020691, -4.269281, 0.330674], [1.741292, -5.294983, -1.803226]],
  "forces_ev_per_angstrom": [[-0.14, -0.21, -0.02], [-0.01, 0.29, 0.03], [-0.15, -0.52, 0.15], [0.15, 0.41, -0.33], [-0.05, -0.16, 0.23], [-0.08, 0.00, 0.31], [0.07, -0.14, -0.32], [-0.08, -0.13, 0.28], [0.07, -0.07, -0.26], [0.20, -0.30, -0.36], [-0.19, 0.20, 0.42], [-0.11, -0.15, -0.05], [-0.04, -0.06, 0.04], [-0.13, 0.05, -0.23], [0.25, -0.23, -0.15], [-0.18, 0.14, 0.39], [0.21, 0.13, -0.14], [-0.10, -0.11, 0.20], [-0.03, 0.00, 0.11], [-0.05, -0.06, -0.03], [-0.09, 0.02, 0.00], [-0.01, 0.07, 0.06], [-0.05, -0.05, 0.03], [-0.01, 0.00, 0.03], [-0.34, -0.04, -0.14], [-0.24, 0.47, -0.49], [0.41, -0.31, 0.23], [-0.24, 0.35, -0.17], [-0.03, -0.12, -0.05], [0.43, 0.25, 0.27], [0.43, 0.14, 0.54], [-0.03, 0.01, -0.01], [0.01, 0.15, -0.05], [0.06, 0.05, -0.22], [0.14, 0.01, 0.02], [0.04, 0.09, 0.08], [0.08, 0.09, -0.07], [-0.01, -0.08, -0.04], [-0.03, -0.09, 0.01], [-0.02, 0.08, -0.02], [-0.01, 0.10, -0.05], [0.02, -0.11, 0.02], [-0.05, 0.13, 0.04], [0.04, 0.03, -0.09], [-0.01, 0.10, -0.01], [-0.01, -0.03, -0.06], [0.04, -0.04, 0.01], [-0.06, 0.02, -0.14], [0.07, -0.06, 0.07], [-0.02, 0.09, -0.11], [-0.01, -0.06, 0.06], [0.02, -0.02, 0.07], [0.04, -0.11, 0.00], [-0.07, -0.06, -0.06], [-0.07, 0.05, -0.06], [0.00, 0.09, -0.02], [0.09, 0.08, 0.07], [-0.03, 0.09, 0.07], [-0.01, -0.03, -0.04], [-0.12, -0.27, -0.12], [-0.01, -0.04, 0.07], [0.03, -0.12, 0.00]],
  "lowdin_charge": [-0.115, -0.264, -0.190, -0.200, -0.049, -0.264, -0.004, 0.014, -0.180, 0.103, -0.397, 0.122, -0.004, -0.152, 0.000, -0.126, -0.108, -0.247, -0.044, -0.068, -0.085, -0.082, -0.045, -0.415, 0.096, 0.037, 0.028, -0.543, 0.106, 0.094, -0.392, 0.137, 0.004, 0.010, 0.067, 0.073, 0.070, 0.110, 0.110, 0.120, 0.108, 0.119, 0.129, 0.108, 0.121, 0.131, 0.120, 0.165, 0.120, 0.128, 0.121, 0.115, 0.107, 0.112, 0.112, 0.111, 0.120, 0.118, 0.137, 0.135, 0.118, 0.119]
}

***

Q: Which energy relative to the best compared isomer or geometry (same formula, charge and spin) values were calculated for the entries above? A: 1.692, 7.301, 6.843, 0.000, 0.974, 0.544, in eV.